(1)
Molecular formula: C12H36O6
Method: DFT, wB97M-V/def2-TZVPD

Cartesian coordinates (Å):
O (-1.016, -0.364, -0.131)
H (-2.398, -0.768, -2.032)
O (-3.677, -0.313, 2.967)
H (-4.019, 0.989, 0.614)
C (3.610, -0.198, -2.247)
H (-0.135, 0.450, -1.710)
H (1.683, -1.827, -0.453)
C (3.599, 2.175, 0.771)
H (3.580, 2.372, 1.843)
H (3.450, 0.503, -3.066)
H (3.357, 0.539, -0.533)
C (-2.746, -1.059, 2.176)
C (-1.609, -0.665, -2.776)
H (-2.332, -2.213, 4.060)
H (-3.925, 0.382, -1.723)
O (2.482, -1.295, -0.481)
O (-2.049, 1.148, 0.976)
H (1.017, 0.950, 1.102)
H (-2.268, 1.674, 1.749)
H (-3.309, 2.318, -0.236)
H (-2.130, -0.476, 1.491)
H (-1.031, -0.272, 1.844)
O (2.593, 2.904, 0.040)
C (0.989, -0.140, 1.105)
H (-0.359, -1.306, -0.390)
H (-3.290, -1.811, 1.605)
H (-1.620, 0.347, 0.097)
H (4.436, 0.196, -1.655)
C (-0.292, -0.551, -2.113)
H (2.065, 0.619, -1.112)
H (-1.374, -0.729, 3.735)
H (-0.304, -1.802, 1.014)
C (-1.832, -1.616, 3.297)
H (1.416, -0.455, 0.153)
H (0.426, -0.700, -2.919)
H (1.568, -0.625, 1.891)
C (-3.129, 1.284, 0.058)
H (1.483, -0.631, -2.185)
H (4.534, 2.604, 0.410)
H (2.968, 3.717, -0.307)
C (-0.399, -0.718, 1.076)
H (4.043, -1.113, -2.651)
H (-1.056, -2.284, 2.923)
H (-3.304, 0.569, 3.045)
H (3.976, -0.057, 0.870)
C (-3.000, 0.340, -1.148)
H (2.190, 0.503, 0.726)
C (2.298, -0.368, -1.511)
H (-2.097, 0.610, -1.695)
O (-0.119, -1.667, -1.246)
H (-1.695, 0.251, -3.361)
H (-1.682, -1.395, -3.581)
H (-2.813, -0.710, -0.922)
C (3.249, 0.685, 0.542)

Lowest unoccupied orbital energy, eV: 0.0
Energy above the lowest of the compared OMol25 structures with the same formula, charge and spin, kJ/mol: 1853.4
Frontier orbital gap, eV: 8.79
Max |F|, eV/Å: 6.87
HOMO, eV: -8.800
Calculated total energy, eV: -25293.9926

***

(2)
Molecular formula: C12H36O6S5
Method: DFT, wB97M-V/def2-TZVPD

Cartesian coordinates (Å):
S (1.515, -0.678, 5.015)
H (5.259, 0.597, -3.971)
H (-1.599, 1.064, -3.179)
H (-0.319, -0.107, 0.555)
C (1.162, -1.238, 0.181)
C (0.241, -1.202, 3.953)
O (-0.591, 1.152, 1.767)
H (3.249, 1.117, -1.717)
C (-4.744, -0.427, 2.436)
H (2.144, 0.955, 3.166)
S (-3.295, -0.639, 1.467)
H (-2.671, -1.960, -4.218)
H (-0.226, -2.152, 4.348)
H (-2.569, 2.610, 1.263)
H (-1.783, -2.368, 1.476)
H (-2.198, -1.968, 3.021)
H (-2.086, 2.285, -0.453)
H (-0.447, -0.183, 3.945)
H (-1.214, -2.727, -4.645)
H (1.508, -0.765, 1.109)
C (-2.749, -2.196, 2.170)
H (4.663, -0.241, -4.978)
C (0.629, 2.385, -0.154)
H (1.433, 1.967, 4.431)
H (1.831, -0.822, -0.486)
O (0.430, -0.683, -3.236)
O (-3.779, -0.861, 0.069)
H (0.863, 3.348, -0.680)
C (1.521, -2.780, 0.214)
C (-1.927, 0.188, -2.648)
H (1.286, -3.284, 1.151)
H (-5.061, 0.593, 2.298)
H (-2.914, 0.041, -2.793)
H (0.174, 1.719, -0.879)
H (3.994, -0.234, -3.235)
H (4.302, 2.544, -2.113)
H (2.408, -3.187, 0.016)
C (-1.898, 2.887, 0.352)
S (-0.466, 2.569, 1.236)
H (-5.423, -1.107, 2.175)
H (1.545, 1.927, 0.247)
H (-3.348, -2.883, 2.145)
C (-1.668, -1.749, -4.521)
H (0.788, -1.357, 3.048)
H (-1.716, -1.075, -5.350)
S (-0.957, -1.231, -2.930)
C (1.881, 0.923, 4.244)
H (2.436, 2.595, -2.172)
O (0.597, -0.156, 6.210)
H (-4.493, -0.268, 3.448)
H (0.756, -3.415, -0.510)
C (3.391, 1.954, -2.400)
H (-1.768, 3.948, 0.184)
H (-1.811, 0.493, -1.755)
S (3.048, 1.463, -4.068)
O (-0.254, -0.995, 0.254)
O (3.580, 2.462, -5.047)
H (2.988, 0.955, 4.631)
C (4.333, 0.212, -4.087)

Lowest unoccupied orbital energy, eV: 0.1
Energy above the lowest of the compared OMol25 structures with the same formula, charge and spin, kJ/mol: 27.7
Frontier orbital gap, eV: 8.79
Max |F|, eV/Å: 12.11
HOMO, eV: -8.698
Calculated total energy, eV: -79477.7605

***

(3)
Molecular formula: C12H37O14
Method: DFT, wB97M-V/def2-TZVPD

Cartesian coordinates (Å):
H (0.476, -1.771, -2.991)
H (3.718, 1.036, -2.504)
O (1.911, -3.422, -1.021)
H (0.106, 0.705, 0.922)
H (4.186, -0.168, 1.698)
C (-2.624, -1.403, -3.667)
H (2.613, -0.715, 1.106)
H (-2.377, -1.522, -2.612)
H (-4.486, -1.877, -3.856)
O (0.387, -2.610, -3.449)
H (-0.628, 4.571, -1.309)
O (-0.272, 0.063, 0.317)
H (-3.932, 4.894, 0.077)
O (-3.310, 5.036, -0.640)
C (3.196, 0.163, 1.385)
H (-4.202, 1.886, 4.083)
O (-0.303, -2.784, 0.887)
C (-0.827, -2.656, 2.175)
H (-1.991, 1.524, 3.496)
C (-2.671, 2.185, 2.959)
H (2.920, 0.104, 3.490)
C (1.068, -4.231, -1.837)
H (1.028, -1.879, 2.976)
O (3.277, 1.181, 0.352)
O (2.955, -0.897, -2.341)
C (2.603, 0.813, 2.725)
O (1.211, 0.944, 2.656)
C (0.208, -2.521, 3.298)
C (-0.896, 4.824, -0.283)
H (-0.785, -4.185, -2.913)
H (-1.443, -1.758, 2.206)
H (2.485, -2.943, -1.622)
H (2.047, -0.586, -2.374)
H (-0.333, -2.088, 4.138)
H (0.221, -4.275, 4.178)
C (3.649, 0.119, -3.089)
H (2.403, 1.290, -0.029)
H (-0.221, -1.891, 0.545)
O (0.171, -0.123, -1.879)
H (3.236, 0.326, -4.077)
H (-2.327, -2.301, -4.208)
H (-0.055, 5.360, 0.156)
H (-2.045, -0.549, -4.020)
O (-0.910, 3.616, 0.317)
C (-2.201, 5.652, -0.021)
O (0.803, -3.767, 3.608)
H (-0.360, 2.997, -0.169)
H (0.802, 1.037, 3.519)
H (4.700, -0.142, -3.208)
O (-4.082, 1.939, 3.132)
H (0.665, -5.014, -1.195)
H (-1.532, -3.467, 2.357)
H (-2.559, 3.222, 3.276)
H (-2.262, 5.566, 1.064)
H (-0.657, -2.888, -1.764)
C (0.213, 0.517, -0.862)
H (-2.316, 2.074, 1.934)
C (-0.076, -3.493, -2.460)
H (1.662, -4.722, -2.608)
O (-3.980, -1.062, -3.888)
O (0.762, 1.625, -0.782)
H (-2.152, 6.704, -0.300)
H (3.132, 1.739, 2.950)

Lowest unoccupied orbital energy, eV: 2.4
Energy above the lowest of the compared OMol25 structures with the same formula, charge and spin, kJ/mol: 0.0
Frontier orbital gap, eV: 8.59
Max |F|, eV/Å: 3.58
Total charge: -1
HOMO, eV: -6.162
Calculated total energy, eV: -41708.3830

***

(4)
Molecular formula: C12H38BrN10O6
Method: DFT, wB97M-V/def2-TZVPD

Cartesian coordinates (Å):
H (27.434, -21.901, -6.499)
C (24.266, -25.668, -4.342)
O (25.555, -20.259, -2.921)
N (22.576, -24.848, -7.960)
H (23.465, -18.696, -8.436)
C (19.805, -22.288, -6.207)
N (21.851, -21.967, -4.568)
C (21.334, -20.243, -6.192)
H (23.525, -20.625, -2.301)
N (23.814, -24.459, -3.957)
O (23.928, -26.700, -3.834)
H (25.559, -24.704, -5.691)
H (29.219, -21.676, -6.347)
N (27.690, -24.007, -7.795)
C (25.121, -17.922, -7.623)
C (23.617, -18.887, -3.146)
O (18.877, -21.526, -6.931)
H (26.097, -19.134, -6.279)
N (24.171, -18.876, -7.739)
H (22.563, -22.115, -5.280)
H (23.026, -17.291, -1.778)
H (19.265, -23.029, -5.607)
H (23.289, -24.263, -7.555)
C (21.850, -24.402, -9.012)
H (22.579, -20.595, -3.421)
H (18.296, -19.748, -5.977)
H (17.822, -21.298, -5.170)
H (25.638, -26.352, -5.698)
H (24.411, -18.258, -1.275)
H (20.414, -22.897, -6.878)
C (23.927, -17.787, -2.135)
H (24.344, -19.856, -7.558)
H (17.054, -20.691, -6.707)
H (24.186, -23.623, -4.378)
N (28.393, -22.212, -6.552)
H (23.129, -24.460, -3.220)
C (26.534, -21.102, -3.426)
H (20.514, -19.638, -6.582)
H (22.993, -18.431, -3.920)
H (26.924, -17.718, -6.746)
O (25.146, -16.843, -8.192)
H (27.769, -24.798, -8.410)
C (20.728, -21.384, -5.317)
C (24.854, -19.468, -3.867)
H (24.390, -20.116, -4.622)
H (27.294, -20.625, -4.047)
N (22.808, -19.981, -2.634)
O (29.851, -23.707, -7.377)
H (21.781, -22.641, -10.121)
N (25.252, -25.548, -5.230)
N (22.223, -23.175, -9.394)
H (20.055, -20.938, -4.580)
H (21.799, -20.680, -7.076)
H (24.654, -17.035, -2.444)
H (26.139, -21.998, -3.914)
H (27.007, -21.567, -2.557)
C (28.681, -23.330, -7.231)
H (21.976, -19.616, -5.578)
H (26.764, -23.603, -7.778)
N (26.180, -18.371, -6.932)
H (22.496, -25.800, -7.644)
Br (24.676, -22.186, -6.682)
C (17.967, -20.779, -6.118)
H (25.456, -18.683, -4.327)
O (21.090, -25.062, -9.685)
H (21.567, -22.861, -4.185)
H (22.894, -22.697, -8.809)

Lowest unoccupied orbital energy, eV: 2.6
Energy above the lowest of the compared OMol25 structures with the same formula, charge and spin, kJ/mol: 73.6
Frontier orbital gap, eV: 9.42
Max |F|, eV/Å: 3.41
Total charge: -1
HOMO, eV: -6.864
Calculated total energy, eV: -110295.8933

***

(5)
Molecular formula: C12H39BF6N3O19PS2
Method: DFT, wB97M-V/def2-TZVPD

Cartesian coordinates (Å):
H (-4.392, 1.442, -1.298)
C (1.674, -1.236, 2.745)
C (1.949, 1.021, 0.465)
S (-0.648, -1.611, -0.762)
B (-0.357, 2.035, -0.717)
H (2.206, -2.045, 2.090)
P (0.931, 0.251, 1.869)
O (2.926, -0.853, -2.920)
H (0.132, 0.791, 4.194)
H (-4.211, -4.194, -0.751)
H (-4.849, -1.211, 6.219)
O (-0.924, -2.658, -1.927)
C (3.307, 0.120, 0.300)
H (-1.001, -4.164, 3.826)
F (-2.661, 0.834, 1.520)
F (-3.257, -2.242, -0.543)
H (1.672, 3.121, 1.578)
O (-2.279, 0.066, -5.010)
H (-4.439, 1.702, 3.537)
O (-3.890, 1.097, 4.058)
H (-4.220, 0.138, 5.878)
O (0.034, -2.534, 0.323)
H (5.655, 0.976, 1.262)
H (2.824, 4.990, 1.133)
O (7.336, -0.710, -1.037)
S (2.256, -1.375, -1.628)
O (3.138, -1.238, -0.202)
F (-4.078, -1.057, 1.511)
H (7.002, 5.254, 0.467)
H (-4.001, 0.242, 3.617)
H (8.835, 6.985, -1.746)
H (-1.565, -0.521, -4.719)
C (0.286, 1.414, 3.194)
H (-8.720, -6.457, -4.424)
O (-0.034, -1.427, -4.319)
C (2.440, 2.521, 0.893)
F (-2.947, -0.023, -1.254)
H (0.275, -0.278, -2.607)
H (0.976, 2.329, 3.485)
C (-2.355, -1.043, -0.309)
O (-9.010, -6.341, -3.507)
O (-4.917, 2.233, -1.491)
O (-6.055, -7.291, -2.056)
O (-4.617, -4.908, -1.266)
H (-0.779, 1.869, 2.932)
C (4.571, 0.798, -0.484)
C (-2.645, -0.643, 1.246)
H (1.590, 1.504, -1.700)
N (-1.154, 2.266, -2.006)
O (-0.720, 2.812, 0.473)
H (-0.239, -2.370, -4.413)
O (2.070, -2.924, -1.877)
H (3.717, -0.005, 1.418)
H (2.494, -0.844, 3.517)
N (5.934, 0.906, 0.241)
H (0.850, -1.812, 3.376)
O (-0.890, -3.308, 4.267)
H (-4.007, -5.036, -2.008)
H (-8.235, -6.592, -2.982)
C (0.928, 0.978, -0.850)
H (-3.086, -0.385, -4.718)
H (-5.722, 2.114, -0.965)
H (-5.649, -6.577, -1.541)
O (4.577, 1.343, -1.707)
O (6.033, 5.276, 0.450)
H (-2.171, 2.373, -1.790)
H (7.677, 7.467, -0.876)
H (0.223, -1.154, -5.213)
C (0.580, -0.467, -1.465)
F (-1.860, -1.363, 2.270)
O (-4.161, -0.593, 6.510)
C (2.786, 3.582, -0.305)
C (6.637, -0.429, 0.070)
F (6.520, -1.450, 1.163)
H (3.396, 2.366, 1.592)
H (-1.706, 3.026, 0.351)
O (8.058, 6.665, -1.263)
H (-0.767, 3.127, -2.480)
H (5.816, 5.268, -0.494)
N (2.955, 4.914, 0.093)
H (-1.439, -2.703, 3.746)
H (-5.445, -7.420, -2.798)
H (2.838, 3.277, -1.457)

Lowest unoccupied orbital energy, eV: -2.4
Energy above the lowest of the compared OMol25 structures with the same formula, charge and spin, kJ/mol: 660.3
Frontier orbital gap, eV: 6.23
Max |F|, eV/Å: 11.60
HOMO, eV: -8.654
Calculated total energy, eV: -104375.8128
SMILES: [H]/N=C\C[C@@]1(P(C)C)[C@H](B(N)O)[C@H](S(=O)(=O)C(F)(F)C(F)(F)F)S(=O)(=O)O[C@H]1C(=O)NC(=O)F.O.O.O.O.O.O.O.O.O.O.O

***

(6)
Molecular formula: C12H39Fe2O21P2Pd
Method: DFT, wB97M-V/def2-TZVPD

Cartesian coordinates (Å):
H (5.447, 0.981, 1.547)
H (-2.083, -4.324, -2.267)
C (-3.891, 1.533, -0.408)
H (-2.127, -3.091, -4.456)
O (2.703, -0.993, 1.187)
H (-3.049, -2.991, 2.246)
H (2.167, -1.650, 1.636)
C (-2.245, 1.957, 4.045)
O (3.007, -1.197, -1.838)
C (-1.184, 0.909, 4.647)
H (4.656, -2.164, -1.090)
O (-0.046, 3.739, 0.727)
C (3.887, -2.304, -1.850)
O (-2.794, -4.146, -2.887)
H (4.183, 2.203, 0.211)
H (-0.038, -1.906, -1.848)
O (2.201, 1.749, -1.978)
H (-0.272, -1.298, 1.101)
H (-1.203, -3.384, 0.665)
H (-3.478, -2.367, -3.843)
Fe (0.796, 2.952, -0.974)
H (3.751, -4.394, -1.467)
O (0.014, -2.011, 1.677)
O (-0.083, 0.650, 3.711)
P (-0.456, 0.611, -0.347)
O (-1.237, 0.624, 0.969)
C (-2.196, 2.908, -4.242)
H (4.317, -1.075, 2.699)
H (-3.921, 0.662, -1.062)
C (-1.695, -2.017, -2.539)
H (-1.614, 3.733, -3.831)
P (1.289, 4.305, 1.295)
Fe (2.137, 0.258, -0.545)
O (0.967, 5.780, 1.314)
H (4.821, -1.311, 1.035)
H (2.368, 2.011, -2.905)
H (-1.836, -0.988, -2.872)
Pd (-0.322, 2.156, 2.036)
O (0.392, -0.648, -0.679)
H (-3.389, 1.259, 0.520)
H (0.499, -0.098, 3.868)
H (4.398, -2.442, -2.803)
H (-2.950, 2.295, 4.804)
H (-2.132, -1.657, 3.129)
C (4.113, -0.778, 1.670)
O (3.857, 1.301, 0.256)
O (-2.850, -1.266, 1.276)
H (-1.339, 3.723, 4.215)
H (3.885, 1.411, 2.218)
O (2.099, -3.804, -2.525)
C (-1.081, -2.927, 1.647)
O (0.692, 1.360, 0.266)
H (1.308, -3.325, -2.266)
H (-2.457, 2.393, -1.420)
H (-2.441, 2.988, -5.301)
O (-0.422, -2.599, -2.391)
O (1.248, 3.363, 2.591)
C (4.374, 0.812, 1.450)
C (3.072, -3.549, -1.582)
C (-2.303, -2.198, 2.198)
O (-1.613, 3.142, 3.502)
H (-0.596, 1.479, 5.367)
H (2.643, -3.394, -0.592)
C (-2.592, -2.895, -3.490)
O (-0.648, 1.657, -1.444)
O (-1.381, 1.802, -3.840)
H (-1.591, 0.023, 5.134)
H (-1.160, 1.790, -2.905)
H (-3.111, 2.721, -3.680)
H (-0.774, -3.736, 2.311)
H (-4.916, 1.724, -0.088)
H (-2.213, -0.593, 1.025)
H (-2.097, -2.017, -1.526)
O (-3.329, 2.636, -1.101)
H (-2.751, 1.430, 3.237)
H (2.533, -1.431, -2.639)
O (2.078, 3.936, 0.094)

Lowest unoccupied orbital energy (spin up / spin down), eV: 1.9 / 1.9
<S²>: 30.024
Energy above the lowest of the compared OMol25 structures with the same formula, charge and spin, kJ/mol: 402.0
Frontier orbital gap (spin up / spin down), eV: 5.85 / 5.99
Max |F|, eV/Å: 6.45
Total charge: -1
HOMO (spin up / spin down), eV: -3.940 / -4.087
Multiplicity: 11
Calculated total energy, eV: -146908.6772